(1)
DFT (ωB97M-V/def2-TZVPD) results for a single C3H5N3S molecule in a non-equilibrium geometry.

Properties
- Energy above the lowest of the compared OMol25 structures with the same formula, charge and spin: 487.32 kJ/mol
- HOMO (alpha / beta): -8.23 / -8.20 eV
- HOMO-LUMO gap (alpha / beta): 7.69 / 7.59 eV

```
! wB97M-V def2-TZVPD RIJCOSX def2/J DEFGRID3
* xyz 0 1
C 0.386 1.311 -0.390
N 1.102 -2.227 2.788
H -1.602 -0.002 -2.923
S 0.285 -0.910 2.725
N 0.456 -0.435 1.232
C -0.983 -0.008 -2.045
C -0.537 1.123 -1.501
H 0.802 -2.837 3.534
N 0.674 0.664 0.666
H -0.739 -0.974 -1.636
H 0.955 2.235 -0.466
H -0.799 2.059 -1.983
*
```

---

(2)
DFT (ωB97M-V/def2-TZVPD) results for a single C3H5N3S molecule in a non-equilibrium geometry.

Properties
- Energy above the lowest of the compared OMol25 structures with the same formula, charge and spin: 174.02 kJ/mol
- HOMO: -8.74 eV
- HOMO-LUMO gap: 8.08 eV

```
! wB97M-V def2-TZVPD RIJCOSX def2/J DEFGRID3
* xyz 0 1
H -3.674 -0.789 0.003
S 3.274 -0.889 -0.006
C 0.551 -0.774 -0.006
H 0.806 1.682 0.002
C -2.745 -0.254 -0.012
C 1.861 -0.055 -0.005
H -2.748 0.840 0.011
N -1.660 -0.943 -0.003
N -0.535 -0.103 -0.008
H 0.567 -1.859 0.017
N 1.741 1.287 -0.008
H 2.561 1.858 0.016
*
```

---

(3)
DFT (ωB97M-V/def2-TZVPD) results for a single C3H5N3S molecule in a non-equilibrium geometry.

Properties
- Energy above the lowest of the compared OMol25 structures with the same formula, charge and spin: 69.41 kJ/mol
- HOMO: -7.50 eV
- HOMO-LUMO gap: 8.23 eV

```
! wB97M-V def2-TZVPD RIJCOSX def2/J DEFGRID3
* xyz 0 1
H -1.040 -1.533 1.497
H 1.286 -2.196 0.844
H 0.543 1.215 -1.289
N 0.505 0.524 -0.555
C -0.433 -0.995 0.759
H -1.496 2.104 1.331
N 2.535 -0.802 -1.070
S -1.961 1.296 0.334
C 1.436 -0.588 -0.519
N 0.797 -1.462 0.396
H 2.834 -0.038 -1.654
C -0.604 0.233 0.181
*
```

---

(4)
DFT (ωB97M-V/def2-TZVPD) results for a gas-phase ion, C3H5N4O2 (charge -1) in a non-equilibrium geometry.

Properties
- Energy above the lowest of the compared OMol25 structures with the same formula, charge and spin: 470.86 kJ/mol
- HOMO (alpha / beta): -3.69 / -3.69 eV
- HOMO-LUMO gap (alpha / beta): 7.56 / 7.56 eV

```
! wB97M-V def2-TZVPD RIJCOSX def2/J DEFGRID3
* xyz -1 1
H 0.719 0.223 -1.590
H -1.950 -0.570 1.347
O 3.050 -0.281 -1.104
N 1.425 0.185 0.419
N 2.673 -0.125 0.129
N -0.860 -1.226 -0.218
C -1.492 1.038 0.089
C 0.486 0.413 -0.505
H -0.278 -1.652 0.655
N -0.388 1.346 -0.394
H -2.786 -0.606 -0.347
H -2.160 1.892 0.227
O 3.480 -0.289 0.997
C -1.918 -0.349 0.296
*
```

---

(5)
DFT (ωB97M-V/def2-TZVPD) results for a molecular structure, C3H5N4O2 in a non-equilibrium geometry.

Properties
- Energy above the lowest of the compared OMol25 structures with the same formula, charge and spin: 281.77 kJ/mol
- HOMO (alpha / beta): -13.12 / -13.11 eV
- HOMO-LUMO gap (alpha / beta): 8.27 / 8.27 eV

```
! wB97M-V def2-TZVPD RIJCOSX def2/J DEFGRID3
* xyz 1 1
H 2.379 1.704 0.529
O -2.200 -2.309 0.200
N 1.239 -1.193 -0.383
C -2.683 0.968 0.009
H 2.180 -1.562 -0.281
N -1.872 0.014 -0.016
O -3.382 1.841 -0.176
N -0.114 0.709 -0.138
C 1.049 0.085 -0.025
H 3.082 0.296 0.147
H 0.034 1.626 0.081
H 0.362 -1.694 -0.332
N 2.217 0.697 0.239
C -2.291 -1.180 0.145
*
```

---

(6)
DFT (ωB97M-V/def2-TZVPD) results for a gas-phase ion, C3H5N4OS (charge -1) in a non-equilibrium geometry.

Properties
- Energy above the lowest of the compared OMol25 structures with the same formula, charge and spin: 182.18 kJ/mol
- HOMO: -3.59 eV
- HOMO-LUMO gap: 7.12 eV

```
! wB97M-V def2-TZVPD RIJCOSX def2/J DEFGRID3
* xyz -1 1
C -0.889 1.180 -1.013
C 0.071 -0.911 0.498
S -1.239 2.160 0.219
H 1.476 -0.480 2.088
H 0.780 1.060 1.094
N 0.044 -0.531 -2.056
N -0.971 1.346 -2.336
O -0.886 -1.399 1.819
N -0.459 0.321 -2.912
H 2.056 -0.155 0.385
N -0.195 -0.052 -0.847
H -1.461 -0.652 1.760
H 0.478 -1.838 0.146
C 1.194 -0.050 1.155
*
```

---

(7)
DFT (ωB97M-V/def2-TZVPD) results for a single C3H5N5 molecule in a non-equilibrium geometry.

Properties
- Energy above the lowest of the compared OMol25 structures with the same formula, charge and spin: 400.58 kJ/mol
- HOMO: -9.36 eV
- HOMO-LUMO gap: 9.75 eV

```
! wB97M-V def2-TZVPD RIJCOSX def2/J DEFGRID3
* xyz 0 1
N -0.744 0.578 0.666
H -0.357 2.388 -0.330
C 1.318 -0.335 -0.048
N 2.406 -1.073 -0.154
N 0.062 -0.744 0.497
H -0.087 -1.454 1.104
H -2.536 0.979 -0.211
H 3.194 -0.386 -0.548
C -1.945 0.107 -0.051
N -2.308 -0.980 -0.524
C 0.086 1.546 -0.132
H -1.664 -1.869 -0.332
N 1.255 1.139 -0.242
*
```

---

(8)
DFT (ωB97M-V/def2-TZVPD) results for a single C3H5N5 molecule in a non-equilibrium geometry.

Properties
- Energy above the lowest of the compared OMol25 structures with the same formula, charge and spin: 440.17 kJ/mol
- HOMO: -9.65 eV
- HOMO-LUMO gap: 10.26 eV

```
! wB97M-V def2-TZVPD RIJCOSX def2/J DEFGRID3
* xyz 0 1
N -0.533 1.304 -0.348
C -1.296 0.162 0.374
C -0.611 -1.108 -0.142
H -0.783 2.334 -0.441
H -1.034 -0.009 1.599
H -0.663 -2.087 0.222
N 1.960 1.266 0.049
N 0.720 -0.480 -0.218
C 0.767 0.812 -0.062
N 2.031 -1.005 -0.089
H -0.771 -1.273 -1.272
H -2.568 0.031 0.182
N 2.782 0.054 0.145
*
```

---

(9)
DFT (ωB97M-V/def2-TZVPD) results for a molecular structure, C3H5N5 in a non-equilibrium geometry.

Properties
- Energy above the lowest of the compared OMol25 structures with the same formula, charge and spin: 829.40 kJ/mol
- HOMO: -8.73 eV
- HOMO-LUMO gap: 8.30 eV

```
! wB97M-V def2-TZVPD RIJCOSX def2/J DEFGRID3
* xyz 0 1
C -0.480 0.637 -0.251
H 3.081 -1.135 0.610
N -1.263 -1.746 -0.210
C 2.021 -0.646 0.288
H -2.220 -0.840 -0.605
H -2.457 1.160 0.723
H 0.897 2.536 -1.021
N -0.267 -0.669 -0.269
N -1.464 1.654 0.361
N 0.963 -1.397 -0.057
C 0.873 1.357 -0.367
N 2.032 0.789 -0.020
H -1.718 -1.700 0.817
*
```

---

(10)
DFT (ωB97M-V/def2-TZVPD) results for a single C3H5NO molecule in a non-equilibrium geometry.

Properties
- Energy above the lowest of the compared OMol25 structures with the same formula, charge and spin: 689.21 kJ/mol
- HOMO (alpha / beta): -9.01 / -8.74 eV
- HOMO-LUMO gap (alpha / beta): 8.74 / 7.90 eV

```
! wB97M-V def2-TZVPD RIJCOSX def2/J DEFGRID3
* xyz 0 1
C 1.870 -0.279 0.024
O 0.602 1.490 0.030
N 0.646 0.269 -0.055
C -0.434 -0.549 -0.142
H 1.953 -1.257 -0.232
H -0.326 -1.482 0.262
H -2.149 1.273 -0.391
H -2.907 -0.141 0.306
H 2.758 0.331 0.160
C -2.012 0.345 0.038
*
```

---

Which of these has the highest energy above the lowest of the compared OMol25 structures with the same formula, charge and spin?
number 9

---

Which formula does entry 7 have?
C3H5N5

---

The lowest energy above the lowest of the compared OMol25 structures with the same formula, charge and spin belongs to which entry?
number 3

---

Which of these has the lowest energy above the lowest of the compared OMol25 structures with the same formula, charge and spin?
number 3